(1)
Density functional theory data (wB97M-V/def2-TZVPD) for C28H27F12N3O2SiTi as an isolated structure.

Last column: Mulliken charge in e.
Element x y z (Å)
Ti  -1.043  0.313  -0.247  -0.961
C  0.868  0.917  -5.823  -1.485
C  1.007  0.818  -4.322  0.666
C  2.250  0.908  -3.709  -0.911
C  2.387  0.851  -2.322  -0.694
C  1.232  0.687  -1.547  -0.851
N  1.078  0.557  -0.156  0.287
C  1.775  1.263  0.781  0.497
C  2.798  2.183  0.464  -1.506
C  3.458  2.923  1.430  -1.165
C  3.144  2.809  2.775  0.417
C  3.858  3.605  3.840  -1.535
C  2.108  1.938  3.095  -0.562
C  1.406  1.189  2.156  -0.465
C  0.249  0.266  2.614  2.011
O  -0.734  0.045  1.692  -0.522
C  0.890  -1.068  3.090  0.527
F  0.001  -1.853  3.717  -0.283
F  1.894  -0.862  3.971  -0.318
F  1.404  -1.745  2.072  -0.175
C  -0.540  0.885  3.831  0.305
F  0.125  0.859  5.011  -0.287
F  -1.694  0.264  4.051  -0.248
F  -0.842  2.175  3.592  -0.244
C  -0.029  0.510  -2.132  1.025
C  -0.117  0.619  -3.509  0.236
C  -2.868  1.198  -1.246  1.780
O  -2.892  0.562  -0.002  -0.553
C  -3.501  0.365  -2.338  0.055
F  -4.724  -0.140  -2.024  -0.364
F  -2.783  -0.707  -2.704  -0.116
F  -3.676  1.098  -3.471  -0.368
C  -3.576  2.539  -1.217  0.211
F  -3.453  3.175  -0.025  -0.335
F  -3.139  3.415  -2.148  -0.297
F  -4.929  2.478  -1.412  -0.340
H  1.847  0.970  -6.307  0.351
H  0.303  1.807  -6.121  0.286
H  0.338  0.054  -6.238  0.302
H  3.138  1.025  -4.326  0.226
H  3.371  0.891  -1.873  0.568
H  3.043  2.346  -0.573  0.520
H  4.231  3.623  1.120  0.261
H  4.703  4.151  3.413  0.365
H  4.252  2.966  4.636  0.320
H  3.205  4.342  4.317  0.281
H  1.841  1.847  4.139  0.546
H  -1.083  0.522  -4.001  0.266
N  -0.503  3.687  -0.543  -0.912
N  -0.771  2.717  0.482  -0.017
H  -1.275  4.344  -0.591  0.297
H  -0.504  3.181  -1.425  0.260
H  -1.744  2.725  0.756  0.404
H  -0.198  2.931  1.288  0.292
C  -0.469  -2.880  -2.258  -1.540
Si  -1.230  -2.313  -0.630  1.029
C  -3.016  -2.925  -0.694  -1.541
C  -0.528  -3.619  0.582  0.596
C  -1.239  -4.000  1.722  -0.315
C  -0.788  -5.006  2.573  -0.613
C  0.404  -5.662  2.302  -0.386
C  1.132  -5.308  1.176  -0.654
C  0.661  -4.306  0.328  -0.020
H  -0.583  -3.963  -2.408  0.440
H  0.596  -2.626  -2.303  0.243
H  -0.952  -2.349  -3.082  0.316
H  -3.025  -4.005  -0.892  0.387
H  -3.598  -2.411  -1.460  0.375
H  -3.516  -2.749  0.264  0.231
H  -2.163  -3.484  1.969  0.175
H  -1.360  -5.261  3.459  0.341
H  0.766  -6.439  2.967  0.327
H  2.069  -5.808  0.954  0.330
H  1.248  -4.048  -0.548  0.233

Its HOMO energy is -1.255 eV. Its molecular weight is 741.472 g/mol. The energy above the lowest of the compared OMol25 structures with the same formula, charge and spin is 29.1 kcal/mol. Its spin multiplicity is 1. As for the total energy: -3735.451188 Ha. Its net charge is -2. The HOMO-LUMO gap is 5.897 eV.

***

(2)
Density functional theory data (wB97M-V/def2-TZVPD) for a 4-piece molecular cluster, C28H27F3N2O7 overall.

Last column: natural (NBO) charge in e.
Element x y z (Å)
C  -2.765  0.557  4.872  -0.411
N  -1.744  -0.494  4.719  -0.605
C  -1.476  -0.641  3.294  -0.215
C  -0.352  -1.613  2.959  -0.236
C  -0.430  -3.073  3.524  -0.233
N  0.015  -3.998  2.467  -0.682
C  0.618  -3.111  1.475  0.730
O  1.613  -3.234  0.890  -0.505
C  -0.378  -1.918  1.442  -0.319
C  0.055  -0.809  0.483  -0.381
C  -1.062  0.262  0.227  -0.469
C  -1.161  0.705  -1.184  0.228
F  -0.992  2.004  -1.477  -0.317
C  -1.443  -0.086  -2.220  0.658
F  -2.436  0.194  -3.025  -0.306
F  -0.791  -1.137  -2.577  -0.280
H  -3.565  0.392  4.128  0.157
H  -2.316  1.518  4.618  0.195
H  -3.229  0.537  5.856  0.202
H  -2.140  -1.349  5.096  0.344
H  -2.385  -0.930  2.733  0.153
H  -1.171  0.341  2.926  0.203
H  0.612  -1.242  3.298  0.228
H  0.198  -3.184  4.409  0.202
H  -1.404  -3.425  3.887  0.190
H  -0.752  -4.404  1.940  0.369
H  -1.336  -2.404  1.228  0.201
H  0.881  -0.302  0.968  0.227
H  0.337  -1.276  -0.454  0.228
H  -2.005  -0.149  0.586  0.213
H  -0.831  1.136  0.836  0.236
O  -5.588  2.344  -5.472  -0.488
C  -5.005  1.473  -6.082  0.486
C  -5.046  1.412  -7.564  -0.233
C  -4.408  0.456  -8.234  -0.229
C  -3.628  -0.590  -7.527  0.476
O  -3.045  -1.460  -8.139  -0.487
C  -3.587  -0.529  -6.046  -0.232
C  -4.224  0.428  -5.376  -0.231
H  -5.620  2.184  -8.062  0.233
H  -4.427  0.394  -9.314  0.233
H  -3.013  -1.300  -5.548  0.233
H  -4.207  0.489  -4.299  0.238
O  6.123  1.106  5.685  -0.484
C  4.952  1.025  5.382  0.473
C  3.883  1.442  6.323  -0.231
C  2.597  1.352  5.992  -0.220
C  2.179  0.832  4.668  0.477
O  1.006  0.752  4.365  -0.495
C  3.247  0.415  3.726  -0.241
C  4.532  0.505  4.057  -0.215
H  4.208  1.820  7.284  0.234
H  1.803  1.650  6.664  0.233
H  2.923  0.037  2.763  0.236
H  5.326  0.206  3.385  0.233
O  4.489  2.150  -5.278  -0.482
C  3.993  1.727  -4.256  0.473
C  4.817  1.066  -3.215  -0.229
C  4.271  0.600  -2.095  -0.222
C  2.815  0.723  -1.838  0.483
O  2.325  0.297  -0.812  -0.506
C  1.991  1.383  -2.877  -0.241
C  2.537  1.849  -3.998  -0.215
H  5.877  0.986  -3.420  0.234
H  4.856  0.114  -1.324  0.231
H  0.931  1.465  -2.673  0.237
H  1.952  2.335  -4.768  0.232

Its HOMO energy is -8.688 eV. Its molecular weight is 560.525 g/mol. Its SMILES is CNC[C@H]1CNC(=O)[C@@H]1CCC(F)=C(F)F.O=C1C=CC(=O)C=C1.O=C1C=CC(=O)C=C1.O=C1C=CC(=O)C=C1. Its spin multiplicity is 1. As for the total energy: -2018.710962 Ha. Its net charge is 0. The HOMO-LUMO gap is 7.114 eV.